Computed, not measured: one molecule with the formula C19H23N5O, with ωB97M-V/def2-TZVPD.

```
48
Properties=species:S:1:pos:R:3:mulliken_charge:R:1
C 1.776 4.373 -2.408 -1.495
C 1.820 3.731 -1.011 0.486
C 2.307 4.809 -0.006 -1.489
C 2.641 2.445 -0.944 0.149
C 2.048 1.284 -1.773 -1.023
N 1.641 0.386 -0.726 0.158
C 2.072 0.787 0.509 0.143
N 2.657 1.947 0.452 -0.768
N 1.850 0.064 1.668 0.131
C 2.630 0.468 2.852 -1.057
C 1.017 -1.046 1.538 0.271
O 0.894 -1.808 2.481 -0.704
C 0.373 -1.413 0.273 1.529
C 0.726 -0.606 -0.835 0.548
N 0.131 -0.926 -1.964 -1.034
N -0.663 -1.989 -1.640 0.697
C -1.462 -2.733 -2.599 -0.850
C -0.495 -2.316 -0.282 -0.994
C -1.164 -3.395 0.477 -1.499
C -2.510 -2.906 0.921 0.544
C -2.608 -2.075 2.050 -0.353
C -3.861 -1.701 2.510 -0.579
C -5.010 -2.129 1.854 -0.384
C -4.890 -2.869 0.696 -0.615
C -3.653 -3.206 0.186 -0.388
H 1.276 3.690 -3.085 0.400
H 2.812 4.591 -2.768 0.300
H 1.251 5.324 -2.358 0.423
H 0.792 3.514 -0.788 0.196
H 1.920 4.569 1.009 0.307
H 1.970 5.793 -0.299 0.455
H 3.388 4.859 0.035 0.325
H 3.653 2.659 -1.308 0.520
H 1.157 1.628 -2.334 0.418
H 2.749 0.823 -2.444 0.256
H 2.536 -0.267 3.628 0.394
H 3.722 0.621 2.643 0.302
H 2.197 1.394 3.264 0.321
H -1.207 -3.801 -2.539 0.322
H -1.202 -2.346 -3.605 0.303
H -2.509 -2.557 -2.424 0.283
H -1.213 -4.325 -0.102 0.542
H -0.565 -3.593 1.354 0.512
H -1.723 -1.799 2.594 0.411
H -3.965 -1.108 3.415 0.378
H -5.954 -1.873 2.332 0.361
H -5.815 -3.138 0.176 0.335
H -3.535 -3.831 -0.675 0.512
```

**HOMO**: -7.8 eV
**SMILES**: CC(C)[C@@H]1CN2C(=N1)N(C)C(=O)c1c2nn(C)c1Cc1ccccc1
**E_tot**: -1086.8375 hartree
**ΔE to the lowest compared entry with this formula, charge and spin**: 1.467 eV
**F_max**: 3.62 eV Å⁻¹
**Orbital gap**: 8.540 eV